# C4H10FOP

A cluster of 2 separate species, C4H10FOP in total (ωB97M-V/def2-TZVPD, the Open Molecules 2025 dataset).

## Properties
- Molar mass: 124.095 g/mol
- Relative energy (zero: lowest compared OMol25 entry of this formula, charge and spin): 48.0 kcal per mole
- Gap between HOMO and LUMO: 10.04 eV
- SMILES: CCP(O)F.C=C

Atoms and positions in Å:
C  -3.10485  -0.23515  -1.67518
C  -2.19486  -1.11989  -0.83462
P  -0.39898  -0.61613  -0.51519
O  -0.17732  -1.78462  0.55023
F  -0.64416  0.64982  0.62848
H  -2.52985  0.64052  -2.01296
H  -3.39810  -0.68013  -2.60764
H  -3.99538  0.03570  -1.24229
H  -2.02380  -1.97239  -1.49224
H  -2.62034  -1.51580  -0.00092
H  0.67249  -1.61712  1.04724
C  2.44196  -0.54909  0.77455
C  2.22101  -1.12179  1.96765
H  3.13773  -0.93557  0.10583
H  1.94593  0.36206  0.46498
H  2.44598  -2.02142  2.43664
H  1.70726  -0.46942  2.69872



# C26H29CoN2O3S2Si

A structure of composition C26H29CoN2O3S2Si (ωB97M-V/def2-TZVPD, the Open Molecules 2025 dataset).

## Properties
- Molar mass: 568.682 g/mol
- Multiplicity: 5
- Relative energy (zero: lowest compared OMol25 entry of this formula, charge and spin): 0.0 kcal per mole
- Gap between HOMO and LUMO (alpha / beta): 7.60 / 6.45 eV

Atoms and positions in Å:
Co  1.37714  0.28202  -0.01788
N  3.03351  0.05510  -1.26072
C  4.09795  1.01543  -0.94023
C  3.70012  2.45073  -1.25897
C  2.49236  2.98411  -0.46941
O  2.52787  4.09063  0.02161
O  1.48399  2.19516  -0.42138
H  3.37086  -0.91294  -1.18123
H  2.75410  0.17022  -2.23718
H  5.01046  0.75432  -1.49358
H  4.32299  0.90957  0.12627
H  3.45716  2.53220  -2.32293
H  4.54859  3.10839  -1.06757
C  -2.94196  -3.18478  -3.42152
C  -1.95680  -3.56659  -2.52628
C  -1.37759  -2.62681  -1.68978
C  -1.76772  -1.28926  -1.72945
C  -2.76561  -0.92437  -2.63503
C  -3.34820  -1.86216  -3.47077
Si  -1.11193  -0.03419  -0.49049
C  -1.41595  1.69522  -1.14808
C  -1.82562  2.73538  -0.31831
C  -2.01227  4.01220  -0.81658
C  -1.78112  4.27449  -2.15544
C  -1.35387  3.25755  -2.99358
C  -1.16919  1.98418  -2.49047
C  -2.04868  -0.26421  1.13329
C  -3.40595  0.06865  1.13091
C  -4.18371  -0.08866  2.26407
C  -3.61715  -0.58457  3.42837
C  -2.27609  -0.92821  3.44474
C  -1.50310  -0.76897  2.30624
H  -3.39506  -3.91633  -4.07643
H  -1.64449  -4.59990  -2.47448
H  -0.63118  -2.94352  -0.97497
H  -3.09528  0.10300  -2.69001
H  -4.12062  -1.55778  -4.16275
H  -1.98778  2.55140  0.73362
H  -2.32630  4.80656  -0.15675
H  -1.92364  5.27202  -2.54436
H  -1.15790  3.46119  -4.03602
H  -0.82410  1.20256  -3.15229
H  -3.86399  0.45560  0.23086
H  -5.23173  0.17422  2.23872
H  -4.22261  -0.71036  4.31467
H  -1.83216  -1.33472  4.34311
H  -0.46463  -1.07575  2.32680
C  1.30289  -5.55690  -0.69586
O  1.14679  -4.36751  0.06373
C  1.87344  -3.29663  -0.25339
S  2.95139  -3.27659  -1.50705
S  1.57366  -2.01545  0.87148
H  1.01883  -5.37746  -1.73446
H  0.63642  -6.27621  -0.22277
H  2.34012  -5.89648  -0.66191
C  3.35341  1.92556  4.81236
C  2.12353  1.06764  4.51514
C  1.93211  0.87981  3.09042
N  1.76683  0.74549  1.96249
H  3.45000  2.05438  5.88802
H  3.26115  2.90627  4.35160
H  4.25894  1.45067  4.43788
H  1.21191  1.53112  4.89961
H  2.20545  0.07428  4.96433



# C7H16N

The ion C7H16N with charge +1 (ωB97M-V/def2-TZVPD, the Open Molecules 2025 dataset).

## Properties
- Molar mass: 114.212 g/mol
- Net charge: +1
- Relative energy (zero: lowest compared OMol25 entry of this formula, charge and spin): 67.8 kcal per mole
- Gap between HOMO and LUMO: 10.71 eV
- SMILES: CC[C@]1(C)C[C@]1(C)[NH3+]

Atoms and positions in Å:
C  -2.63829  0.51770  0.18817
C  -1.35040  0.56668  -0.65009
C  -0.18917  -0.23700  -0.00915
C  -0.64322  -1.68588  -0.35795
C  0.32489  -0.02346  1.41689
C  1.22674  0.31294  0.19849
C  2.27450  -0.71568  -0.17101
N  1.52457  1.72080  -0.26446
H  -3.15734  -0.54333  0.02458
H  -3.41117  1.15843  -0.16913
H  -2.29697  0.56821  1.28123
H  -0.93994  1.51552  -0.78285
H  -1.46274  0.18896  -1.59905
H  -1.19010  -1.85769  -1.20922
H  -1.17713  -2.11653  0.42322
H  0.14992  -2.36977  -0.36242
H  0.02649  0.74945  1.95687
H  0.49978  -0.83969  2.05762
H  2.58386  -0.71477  -1.17285
H  1.96703  -1.66962  -0.09030
H  3.14673  -0.54673  0.33790
H  2.53451  1.73329  -0.26988
H  1.04638  2.35647  0.39815
H  1.15106  1.93171  -1.17476



# C63H51ClNO19P3S

A cluster of 6 separate species, C63H51ClNO19P3S in total (ωB97M-V/def2-TZVPD, the Open Molecules 2025 dataset).

## Properties
- Molar mass: 1286.531 g/mol
- Relative energy (zero: lowest compared OMol25 entry of this formula, charge and spin): 0.0 kcal per mole
- Gap between HOMO and LUMO: 6.38 eV
- SMILES: C[C@H](Cc1c(C[C@H]2CO2)cc2c(c1P(O)O)C(=O)c1c(Cl)c(-c3ccncc3)c(P(O)(O)=S)c(P(C)O)c1C2=O)OCc1ccccc1.O=C1C=CC(=O)C=C1.O=C1C=CC(=O)C=C1.O=C1C=CC(=O)C=C1.O=C1C=CC(=O)C=C1.O=C1C=CC(=O)C=C1

Atoms and positions in Å:
C  -3.49530  3.32695  7.00878
C  -2.95790  2.36854  5.83760
C  -4.13920  1.56823  5.12069
C  -3.84583  1.60419  3.58796
C  -4.24053  2.84457  2.87143
C  -4.94668  4.04731  3.56118
C  -6.59436  3.86289  3.32598
C  -7.09997  4.20355  1.77404
O  -6.96899  2.76215  2.46774
C  -3.95614  2.98653  1.42526
C  -3.29090  1.86759  0.77914
C  -2.91307  0.61817  1.47587
C  -3.19431  0.46351  2.92151
P  -2.65406  -1.14711  3.69014
O  -3.58651  -2.45465  3.17719
O  -2.52883  -1.05229  5.35200
C  -2.18148  -0.48136  0.62673
O  -2.42885  -1.65488  0.69540
C  -1.11257  0.10907  -0.36306
C  0.18141  -0.49937  -0.62659
Cl  0.58231  -2.05014  0.18223
C  1.14077  0.15473  -1.53650
C  2.50582  -0.57333  -1.69439
C  2.69434  -1.72509  -2.59326
C  4.03461  -2.30319  -2.65747
N  5.14187  -1.92092  -1.95696
C  4.93844  -0.84758  -1.14104
C  3.69172  -0.11914  -0.92542
C  0.84145  1.43274  -2.22036
P  2.11588  2.23315  -3.30107
O  1.50416  3.00809  -4.62061
O  3.22963  1.13271  -3.89847
S  3.14765  3.42384  -2.13378
C  -0.50625  2.02736  -1.95628
P  -1.14212  3.67136  -2.68150
C  0.15306  5.02606  -2.42880
O  -1.40559  3.42845  -4.36000
C  -1.46425  1.36818  -1.04964
C  -2.90008  1.94362  -0.74118
O  -3.65500  2.36477  -1.57479
O  -1.94924  1.51994  6.37185
C  -0.63672  2.07601  6.28502
C  0.40339  1.06112  5.68106
C  1.05700  1.25179  4.38641
C  2.05658  0.30116  3.86874
C  2.46249  -0.89886  4.62595
C  1.79476  -1.10038  5.92369
C  0.80274  -0.14693  6.43575
H  -3.29454  2.91459  8.02740
H  -4.56142  3.63653  6.84336
H  -2.89021  4.28092  6.92982
H  -2.57336  3.08507  5.04924
H  -4.32006  0.55363  5.54815
H  -5.07060  2.16943  5.32619
H  -4.81983  4.06538  4.67233
H  -4.68587  5.04431  3.13254
H  -7.28888  4.17990  4.19051
H  -6.95141  3.62416  0.82913
H  -6.07883  4.73875  1.64119
H  -4.26140  3.93115  0.92574
H  -4.47572  -2.47797  3.58588
H  -1.78046  -1.57126  5.69065
H  1.85224  -2.14147  -3.19314
H  4.16634  -3.16517  -3.36493
H  5.82545  -0.49671  -0.54831
H  3.59540  0.74048  -0.21627
H  2.16131  3.71506  -4.80880
H  3.88861  1.08492  -3.16698
H  0.63094  4.93486  -1.41111
H  0.89935  5.10697  -3.25696
H  -0.40404  6.01028  -2.39824
H  -1.31307  4.32661  -4.73047
H  -0.57041  3.07533  5.78398
H  -0.28597  2.24251  7.35074
H  0.84039  2.14001  3.74747
H  2.55384  0.43199  2.87559
H  3.23821  -1.59078  4.21902
H  2.09730  -2.00252  6.50685
H  0.35920  -0.38250  7.42969
O  -1.22753  -5.52788  -2.86885
C  -2.30064  -4.96002  -2.91042
C  -2.60046  -3.81470  -2.02126
C  -3.77894  -3.19431  -2.06749
C  -4.83748  -3.62228  -3.01015
O  -5.91027  -3.05573  -3.05370
C  -4.53733  -4.76840  -3.89956
C  -3.35969  -5.38845  -3.85354
H  -1.81523  -3.51341  -1.33787
H  -4.01526  -2.35579  -1.42451
H  -5.32266  -5.06869  -4.58202
H  -3.12251  -6.22703  -4.49639
O  6.84950  1.18394  -2.65287
C  7.17942  0.55163  -3.63748
C  6.30965  0.48583  -4.83220
C  6.66729  -0.20827  -5.91052
C  7.95224  -0.94243  -5.96062
O  8.27950  -1.57391  -6.94472
C  8.82310  -0.87627  -4.76433
C  8.46411  -0.18190  -3.68622
H  5.37549  1.02883  -4.77825
H  6.04257  -0.26819  -6.79284
H  9.75830  -1.41930  -4.81728
H  9.08768  -0.12185  -2.80316
O  6.16564  6.98535  -1.07038
C  5.95067  6.34909  -0.05891
C  5.26196  5.03907  -0.10522
C  5.02489  4.34385  1.00517
C  5.44041  4.84864  2.33309
O  5.22533  4.21280  3.34533
C  6.12955  6.15898  2.38023
C  6.36694  6.85485  1.26986
H  4.96522  4.68289  -1.08329
H  4.52186  3.38489  0.98923
H  6.42600  6.51370  3.35943
H  6.86977  7.81370  1.28502
O  -6.93631  -6.66918  3.26447
C  -5.72354  -6.70595  3.20951
C  -4.99547  -7.99453  3.15692
C  -3.66579  -8.03478  3.09883
C  -2.85854  -6.79281  3.08274
O  -1.64652  -6.83070  3.02790
C  -3.58644  -5.50357  3.13542
C  -4.91664  -5.46510  3.19338
H  -5.60116  -8.89201  3.16879
H  -3.11686  -8.96736  3.06052
H  -2.98245  -4.60640  3.12337
H  -5.46680  -4.53366  3.23137
O  1.85871  -2.34814  -5.24522
C  1.38918  -3.01584  -6.14726
C  0.02378  -2.76202  -6.65881
C  -0.49143  -3.49419  -7.64450
C  0.28022  -4.59199  -8.27156
O  -0.18883  -5.25763  -9.17098
C  1.64659  -4.84520  -7.75897
C  2.16103  -4.11253  -6.77321
H  -0.52576  -1.95537  -6.18949
H  -1.48832  -3.32357  -8.03095
H  2.19653  -5.65150  -8.22768
H  3.15792  -4.28272  -6.38630